A cluster of 2 separate species, C4H11NS in total. Source: OMol25; level of theory: ωB97M-V/def2-TZVPD.

Last columns: bonded neighbours and bond lengths (Å).
Element x y z (Å)
1 C 2.57 -0.74 -1.37  C2 1.542, H4 1.075, H5 1.105, H6 1.096
2 C 1.24 -0.82 -0.58  C1 1.542, S3 1.822, H7 1.102, H8 1.089
3 S 1.33 -1.83 0.93  C2 1.822, H16 1.338
4 H 3.26 0.06 -1.18  C1 1.075
5 H 3.01 -1.69 -1.04  C1 1.105
6 H 2.49 -0.85 -2.46  C1 1.096
7 H 0.94 0.16 -0.18  C2 1.102
8 H 0.44 -1.12 -1.25  C2 1.089
9 C -1.94 1.48 0.65  C10 1.338, N11 1.419, H12 1.100
10 C -1.37 1.53 1.86  C9 1.338, H13 1.082, H14 1.102
11 N -2.07 0.40 -0.26  C9 1.419, H15 1.011, H17 1.006
12 H -2.37 2.34 0.12  C9 1.100
13 H -1.66 2.33 2.53  C10 1.082
14 H -0.84 0.67 2.29  C10 1.102
15 H -2.42 -0.44 0.18  N11 1.011
16 H 0.03 -2.11 0.80  S3 1.338
17 H -2.65 0.64 -1.04  N11 1.006

Charge = 0
HOMO-LUMO gap = 9.44 eV
Spin multiplicity = 1
ΔE to the lowest compared entry with this formula, charge and spin = 145.7 kJ/mol
SMILES = C=CN.CCS

Atomic partial charges in e from the Löwdin method, atoms 1 to 2: C -0.169; C -0.634

=====

A cluster of 2 separate species, C4H11NS in total. Source: OMol25; level of theory: ωB97M-V/def2-TZVPD.

Last columns: bonded neighbours and bond lengths (Å).
Element x y z (Å)
1 C -1.45 0.00 -1.54  S2 1.762, H4 1.092, H5 1.102, H6 1.086
2 S -2.90 0.64 -0.78  C1 1.762, C3 1.764
3 C -2.83 0.07 0.89  S2 1.764, H7 1.084, H8 1.095, H9 1.062
4 H -1.76 -0.26 -2.55  C1 1.092
5 H -0.73 0.81 -1.74  C1 1.102
6 H -0.92 -0.77 -0.98  C1 1.086
7 H -3.85 0.16 1.24  C3 1.084
8 H -2.16 0.61 1.56  C3 1.095
9 H -2.53 -0.95 0.91  C3 1.062
10 C 2.54 -0.58 -0.63  C11 1.323, H13 1.068, H14 1.081
11 C 2.21 -0.41 0.64  C10 1.323, N12 1.409, H15 1.085
12 N 2.07 0.84 1.27  C11 1.409, H16 1.011, H17 1.011
13 H 2.92 0.18 -1.27  C10 1.068
14 H 2.59 -1.57 -1.08  C10 1.081
15 H 1.94 -1.24 1.29  C11 1.085
16 H 2.29 1.58 0.62  N12 1.011
17 H 2.58 0.90 2.14  N12 1.011

Charge = +1
HOMO-LUMO gap (spin up / spin down) = 8.35 / 3.22 eV
Spin multiplicity = 2
<S²> = 0.75
ΔE to the lowest compared entry with this formula, charge and spin = 87.7 kJ/mol

Atomic partial charges in e from the Löwdin method, atoms 1 to 2: C -0.314; S 1.157

=====

The ion C4H11NS with charge +1. Source: OMol25; level of theory: ωB97M-V/def2-TZVPD.

Last columns: bonded neighbours and bond lengths (Å).
Element x y z (Å)
1 C -1.28 1.06 -1.36  C2 1.535, H4 1.083, H5 1.091, H6 1.076
2 C 0.12 1.68 -1.19  C1 1.535, S3 1.833, H7 1.098, H8 1.109
3 S 1.34 1.14 0.07  C2 1.833, C10 1.822
4 H -1.72 1.71 -2.10  C1 1.083
5 H -1.77 1.12 -0.38  C1 1.091
6 H -1.19 0.02 -1.62  C1 1.076
7 H 0.19 2.76 -1.03  C2 1.098
8 H 0.76 1.52 -2.08  C2 1.109
9 C 0.01 -1.24 2.15  N11 1.449, H12 1.096, H13 1.091, H14 1.099
10 C 1.03 -0.65 -0.08  S3 1.822, N11 1.452, H15 1.095, H16 1.092
11 N -0.07 -1.18 0.70  C9 1.449, C10 1.452, H17 1.012
12 H -0.99 -1.07 2.59  C9 1.096
13 H 0.78 -0.55 2.51  C9 1.091
14 H 0.34 -2.20 2.56  C9 1.099
15 H 1.96 -1.21 0.09  C10 1.095
16 H 0.81 -0.81 -1.14  C10 1.092
17 H -0.31 -2.08 0.31  N11 1.012

Charge = +1
HOMO-LUMO gap (spin up / spin down) = 10.26 / 5.16 eV
Spin multiplicity = 2
<S²> = 0.75
ΔE to the lowest compared entry with this formula, charge and spin = 77.9 kJ/mol

Atomic partial charges in e from the Löwdin method, atoms 1 to 2: C -0.081; C -0.450

=====

A cluster of 2 separate species, C4H11NS in total. Source: OMol25; level of theory: ωB97M-V/def2-TZVPD.

Last columns: bonded neighbours and bond lengths (Å).
Element x y z (Å)
1 C 0.22 -1.87 0.39  C2 1.762, C3 1.711, N6 1.444, H7 1.089, H8 1.094
2 C 1.09 -0.34 0.36  C1 1.762, C3 1.409, H9 1.088, H10 1.080
3 C -0.29 -0.26 0.13  C1 1.711, C2 1.409, H11 1.094, H12 1.095
4 S 0.64 2.46 -0.95  C5 1.727
5 C -0.91 2.98 -1.52  S4 1.727, H13 1.091, H14 1.112, H15 1.101
6 N 0.41 -2.32 1.75  C1 1.444, H16 1.003, H17 1.001
7 H -0.70 -2.27 -0.02  C1 1.089
8 H 1.04 -2.32 -0.18  C1 1.094
9 H 1.34 0.26 1.23  C2 1.088
10 H 1.83 -0.24 -0.42  C2 1.080
11 H -0.68 -0.27 -0.90  C3 1.094
12 H -0.91 0.13 0.94  C3 1.095
13 H -1.37 3.77 -0.92  C5 1.091
14 H -1.63 2.14 -1.65  C5 1.112
15 H -0.88 3.37 -2.55  C5 1.101
16 H -0.44 -2.41 2.28  N6 1.003
17 H 1.23 -2.82 2.02  N6 1.001

Charge = +1
HOMO-LUMO gap (spin up / spin down) = 7.87 / 6.91 eV
Spin multiplicity = 2
<S²> = 0.75
ΔE to the lowest compared entry with this formula, charge and spin = 299.7 kJ/mol

Atomic partial charges in e from the Löwdin method, atoms 1 to 2: C -0.183; C -0.041

=====

The molecule C4H11NS2. Source: OMol25; level of theory: ωB97M-V/def2-TZVPD.

Last columns: bonded neighbours and bond lengths (Å).
Element x y z (Å)
1 N -2.55 1.03 0.48  C2 1.433, H8 1.015, H9 1.018
2 C -2.11 -0.28 0.10  N1 1.433, C3 1.535, C4 1.532, H10 1.100
3 C -2.92 -1.08 -0.94  C2 1.535, H11 1.094, H12 1.096, H13 1.086
4 C -0.68 -0.27 -0.43  C2 1.532, S5 1.853, H14 1.085, H15 1.091
5 S 0.46 0.61 0.74  C4 1.853, S6 2.098
6 S 2.26 0.42 -0.31  S5 2.098, C7 1.831
7 C 2.71 -1.29 0.16  S6 1.831, H16 1.086, H17 1.091, H18 1.090
8 H -2.37 1.76 -0.20  N1 1.015
9 H -3.57 1.06 0.53  N1 1.018
10 H -2.08 -0.93 0.99  C2 1.100
11 H -2.71 -0.69 -1.93  C3 1.094
12 H -2.52 -2.10 -0.91  C3 1.096
13 H -3.99 -1.25 -0.82  C3 1.086
14 H -0.28 -1.27 -0.57  C4 1.085
15 H -0.59 0.30 -1.36  C4 1.091
16 H 1.86 -1.85 0.54  C7 1.086
17 H 3.48 -1.30 0.93  C7 1.091
18 H 3.12 -1.83 -0.70  C7 1.090

Charge = 0
HOMO-LUMO gap = 9.55 eV
Spin multiplicity = 1
ΔE to the lowest compared entry with this formula, charge and spin = 32.9 kJ/mol
SMILES = CSSC[C@H](C)N

Atomic partial charges in e from the Löwdin method, atoms 1 to 2: N 0.021; C -0.552

=====

A cluster of 2 separate species, C4H11NSi in total. Source: OMol25; level of theory: ωB97M-V/def2-TZVPD.

Last columns: bonded neighbours and bond lengths (Å).
Element x y z (Å)
1 C -3.52 0.04 0.70  C2 1.314, H7 1.013, H8 1.145
2 C -3.24 0.51 -0.49  C1 1.314, H9 1.182, H13 1.019
3 C 1.53 1.44 0.33  Si6 1.864, H10 1.038, H11 1.036, H12 1.074
4 C 3.48 -1.29 0.30  Si6 1.772, H14 1.112, H15 1.075
5 N 0.67 -0.94 -0.83  Si6 1.723, H16 1.108, H17 1.027
6 Si 1.99 -0.35 0.10  C3 1.864, C4 1.772, N5 1.723
7 H -3.02 0.39 1.51  C1 1.013
8 H -4.19 -0.89 0.68  C1 1.145
9 H -2.44 1.35 -0.70  C2 1.182
10 H 0.72 1.66 0.94  C3 1.038
11 H 2.32 2.07 0.59  C3 1.036
12 H 1.26 1.60 -0.69  C3 1.074
13 H -3.72 0.12 -1.31  C2 1.019
14 H 4.10 -0.93 1.15  C4 1.112
15 H 3.73 -2.17 -0.26  C4 1.075
16 H 0.61 -2.01 -1.12  N5 1.108
17 H -0.29 -0.59 -0.90  N5 1.027

Charge = 0
HOMO-LUMO gap = 7.99 eV
Spin multiplicity = 1
ΔE to the lowest compared entry with this formula, charge and spin = 293.6 kJ/mol
SMILES = C=[Si](C)N.C=C

Atomic partial charges in e from the Löwdin method, atoms 1 to 2: C -0.076; C -0.102

=====

Question: spin multiplicity of number 2 (C4H11NS)?
Answer: 2